(1)
This record from the OMol25 dataset describes a cluster of 2 separate species, C3H5B in total at a distorted geometry. The level of theory is the ωB97M-V functional and the def2-TZVPD basis.

The total energy comes out at -3862.0297 eV. The maximum force is 0.08899 Eh/bohr. For the HOMO energy, the calculation gives -0.28650 Eh. As for the molar mass: 51.9 g mol⁻¹.

Structure (ORCA input):
```
! RIJCOSX wB97M-V def2-TZVPD def2/J DEFGRID3
* xyz 0 1
B -0.711 -0.699 0.721
C 0.136 0.568 1.047
C 0.028 -0.855 -0.772
C 0.081 0.545 -0.380
H 0.005 1.529 1.575
H 1.148 0.191 1.385
H 0.881 -1.474 -0.657
H -0.488 -1.041 -1.659
H -1.080 1.235 -1.258
*
```

(2)
This record from the OMol25 dataset describes a structure of composition C16H27FeIN4O2Si2. The level of theory is the ωB97M-V functional and the def2-TZVPD basis.

The total energy comes out at -85326.1346 eV. The maximum force is 0.00675 Eh/bohr. For the HOMO energy (spin up / spin down), the calculation gives -0.39762 / -0.41984 Eh. As for the molar mass: 546.3 g mol⁻¹.

Structure (ORCA input):
```
! RIJCOSX wB97M-V def2-TZVPD def2/J DEFGRID3
* xyz 1 6
Fe -0.854 -0.140 -0.371
C 2.001 0.181 -1.330
Si 1.515 -1.375 -0.376
C 1.521 -2.917 -1.422
C 2.640 -1.504 1.110
C 4.030 -1.541 1.200
C 4.630 -1.609 2.448
C 3.854 -1.647 3.604
C 2.471 -1.621 3.525
C 1.858 -1.548 2.275
Si 0.071 -1.580 1.750
C -1.041 -0.442 2.743
C -0.631 -3.311 1.763
H 2.984 -0.045 -1.755
H 2.131 1.013 -0.638
H 1.351 0.466 -2.157
H 2.515 -3.038 -1.862
H 0.789 -2.893 -2.227
H 1.332 -3.794 -0.801
H 4.648 -1.511 0.310
H 5.709 -1.633 2.528
H 4.339 -1.700 4.570
H 1.881 -1.655 4.433
H -1.224 -0.957 3.691
H -2.015 -0.270 2.286
H -0.564 0.511 2.955
H -0.643 -3.674 2.794
H -0.031 -4.006 1.176
H -1.652 -3.315 1.382
N -4.318 -2.269 -0.695
C -3.527 -1.193 -0.711
O -2.513 -1.184 0.055
C -3.837 -0.110 -1.589
I -1.261 -0.861 -3.035
H -4.036 -3.075 -0.161
H -5.123 -2.337 -1.292
H -3.428 0.862 -1.365
H -4.631 -0.190 -2.316
C -0.714 5.351 -2.180
N -0.715 4.103 -1.441
C -0.067 3.901 -0.150
C -0.291 2.417 0.037
O 0.077 1.662 0.925
N -0.984 1.925 -1.012
C -1.163 2.925 -1.890
N -1.736 2.731 -3.068
H -0.542 6.168 -1.484
H -1.686 5.517 -2.645
H 0.067 5.371 -2.942
H -0.534 4.482 0.647
H 0.999 4.135 -0.185
H -1.873 1.765 -3.353
H -1.777 3.460 -3.758
*
```

(3)
This record from the OMol25 dataset describes a cluster of 2 separate species, CH3IO3S2 in total at a distorted geometry. The level of theory is the ωB97M-V functional and the def2-TZVPD basis.

The total energy comes out at -36996.1346 eV. The maximum force is 0.08493 Eh/bohr. For the HOMO energy (spin up / spin down), the calculation gives -0.38236 / -0.36766 Eh. As for the molar mass: 254.1 g mol⁻¹.

Structure (ORCA input):
```
! RIJCOSX wB97M-V def2-TZVPD def2/J DEFGRID3
* xyz 0 1
C -0.812 0.817 0.066
O 0.629 -1.098 2.103
O 0.483 -0.605 -1.863
O -1.350 -1.708 -0.660
S 1.171 -1.517 0.807
S -0.249 -0.771 -0.635
I 3.195 1.275 -0.198
H -1.674 1.234 -0.644
H -1.352 0.891 0.998
H -0.041 1.483 0.026
*
```

(4)
This record from the OMol25 dataset describes a cluster of 2 separate species, C5H13NO2 in total at a distorted geometry. The level of theory is the ωB97M-V functional and the def2-TZVPD basis.

The total energy comes out at -10977.9820 eV. The maximum force is 0.04399 Eh/bohr. For the HOMO energy, the calculation gives -0.31941 Eh. As for the molar mass: 119.2 g mol⁻¹.

Structure (ORCA input):
```
! RIJCOSX wB97M-V def2-TZVPD def2/J DEFGRID3
* xyz 0 1
C 1.550 1.130 1.299
N 0.718 -0.060 1.421
C 0.875 -1.022 0.532
O 0.683 -2.300 1.022
O 1.841 -0.987 -0.474
H 2.587 0.906 1.566
H 1.177 1.874 2.001
H 1.546 1.561 0.292
H 0.651 -2.904 0.269
H 2.720 -0.920 -0.078
C -1.078 0.331 -2.015
C -1.450 -0.260 -0.667
C -1.673 0.637 0.446
H -0.686 -0.427 -2.694
H -0.307 1.095 -1.900
H -1.949 0.800 -2.480
H -2.146 -1.096 -0.737
H -0.358 -0.847 -0.304
H -1.656 1.700 0.214
H -2.464 0.360 1.136
H -0.583 0.428 1.148
*
```